Record 1
Formula: C6H10O
Source: OMol25
Level of theory: the ωB97M-V functional and the def2-TZVPD basis

CARTESIAN COORDINATES (ANGSTROEM)
C1 -2.11 -0.40 -0.01
C2 -1.30 0.48 -0.91
C3 -0.03 1.50 0.44
C4 0.16 0.40 -0.66
C5 0.83 -0.89 -0.20
C6 2.30 -0.77 0.11
O1 2.91 0.28 0.14
H1 -3.08 0.04 0.23
H2 -1.66 -0.81 0.90
H3 -2.33 -1.25 -0.69
H4 -1.00 2.00 0.29
H5 0.72 2.28 0.35
H6 -0.03 1.06 1.44
H7 0.74 0.82 -1.48
H8 0.73 -1.66 -0.98
H9 0.35 -1.33 0.70
H10 2.81 -1.73 0.32

Results
Relative energy (zero: lowest compared OMol25 entry of this formula, charge and spin)   3.559 eV
LUMO level   0.03245 hartree
Largest force on an atom   0.5 eV/Å
Total charge   0

Record 2
Formula: C6H10O
Source: OMol25
Level of theory: the ωB97M-V functional and the def2-TZVPD basis

CARTESIAN COORDINATES (ANGSTROEM)
C1 -1.78 0.56 0.90
C2 -0.42 0.51 0.33
C3 0.79 1.00 0.66
C4 1.37 0.71 -0.72
C5 0.06 -0.10 -0.96
C6 0.23 -1.58 -0.59
O1 0.63 -1.62 0.78
H1 -1.76 0.71 1.98
H2 -2.26 1.42 0.43
H3 -2.39 -0.32 0.67
H4 1.11 1.63 1.48
H5 1.03 -0.68 1.05
H6 2.31 0.15 -0.86
H7 1.40 1.64 -1.28
H8 -0.52 0.07 -1.88
H9 0.93 -2.12 -1.25
H10 -0.76 -2.05 -0.76

Results
Relative energy (zero: lowest compared OMol25 entry of this formula, charge and spin)   2.077 eV
LUMO level   0.03791 hartree
Largest force on an atom   3.3 eV/Å
Total charge   0

Record 3
Formula: C6H10O
Source: OMol25
Level of theory: the ωB97M-V functional and the def2-TZVPD basis

CARTESIAN COORDINATES (ANGSTROEM)
C1 2.62 -0.29 0.07
C2 1.27 -0.38 0.67
C3 -1.25 -0.61 -0.96
C4 -1.59 0.55 -0.06
C5 -2.33 -0.73 0.09
O1 -0.76 0.94 1.00
C6 0.61 0.93 0.70
H1 3.05 0.71 -0.12
H2 2.46 -0.77 -0.91
H3 3.34 -0.94 0.58
H4 -0.34 -1.16 -0.76
H5 -1.53 -0.53 -2.00
H6 -2.11 1.39 -0.52
H7 -3.37 -0.80 -0.22
H8 -2.06 -1.31 0.97
H9 0.86 1.61 -0.14
H10 1.12 1.37 1.59

Results
Relative energy (zero: lowest compared OMol25 entry of this formula, charge and spin)   4.578 eV
LUMO level   0.00827 hartree
Largest force on an atom   0.4 eV/Å
Total charge   0

Record 4
Formula: C6H10O
Source: OMol25
Level of theory: the ωB97M-V functional and the def2-TZVPD basis

CARTESIAN COORDINATES (ANGSTROEM)
C1 2.27 -0.20 -0.03
C2 1.08 0.73 0.19
C3 -0.15 0.04 0.74
O1 -1.19 1.00 1.10
C4 -2.32 0.67 0.44
C5 -1.91 0.10 -0.91
C6 -1.04 -0.84 -0.14
H1 2.06 -0.96 -0.80
H2 2.54 -0.73 0.90
H3 3.15 0.37 -0.36
H4 0.82 1.24 -0.74
H5 1.35 1.52 0.91
H6 0.09 -0.49 1.67
H7 -1.88 -1.15 0.62
H8 -2.74 -0.39 -1.41
H9 -1.44 0.84 -1.57
H10 -0.69 -1.76 -0.61

Results
Relative energy (zero: lowest compared OMol25 entry of this formula, charge and spin)   3.406 eV
LUMO level   0.02543 hartree
Largest force on an atom   2.4 eV/Å
Total charge   0